Entry 1:
Entry from the Open Molecules 2025 dataset: a molecular structure, C32H27F2N4O3Zr (ωB97M-V/def2-TZVPD).

Calculated values
**E**: -1926.9365 hartree
**Spin multiplicity**: 1
**Net charge**: +1
**HOMO-LUMO gap**: 6.524 eV
**LUMO**: -3.59 eV
**Highest occupied orbital energy**: -10.115 eV

Last column: Mulliken charge in e.
Geometry (Å):
Zr 2.618 0.573 0.302  -0.34
C -10.759 -1.572 0.499  -0.83
O -10.120 -1.240 -0.724  -0.42
C -8.810 -0.923 -0.694  0.79
C -8.029 -0.931 0.465  -0.69
C -6.692 -0.586 0.392  -0.26
C -6.128 -0.240 -0.831  0.05
C -6.908 -0.239 -1.985  -0.11
C -8.243 -0.575 -1.922  -0.74
N -4.766 0.120 -1.016  -0.39
N -4.065 0.109 0.006  0.00
C -2.719 0.539 -0.244  -0.09
C -2.388 1.460 -1.200  -0.60
C -1.062 1.908 -1.346  -0.80
C -0.060 1.416 -0.549  0.41
O 1.227 1.789 -0.670  -0.48
C -0.391 0.471 0.470  0.48
N 0.627 -0.008 1.268  -0.17
C 0.334 -0.828 2.259  -0.24
C -0.971 -1.269 2.511  -1.18
C -1.987 -0.854 1.692  -0.34
C -1.721 0.045 0.634  0.40
H -11.800 -1.753 0.252  0.24
H -10.693 -0.749 1.214  0.35
H -10.328 -2.476 0.935  0.34
H -8.455 -1.207 1.418  0.39
H -6.082 -0.587 1.284  0.39
H -6.447 0.032 -2.925  0.43
H -8.868 -0.581 -2.803  0.42
H -3.166 1.849 -1.842  0.51
H -0.812 2.641 -2.102  0.47
H 1.158 -1.152 2.882  0.66
H -1.150 -1.936 3.341  0.46
H -3.004 -1.188 1.846  0.53
F 4.659 -3.058 4.171  -0.32
C 4.871 -1.970 3.423  0.03
C 3.917 -1.596 2.491  -0.24
C 4.117 -0.469 1.701  0.54
C 5.334 0.237 1.827  -0.35
C 6.238 -0.153 2.814  0.44
F 7.367 0.547 3.026  -0.33
C 6.027 -1.246 3.628  -0.84
C 5.614 1.332 0.868  1.13
C 6.883 1.842 0.594  -1.07
C 7.029 2.850 -0.340  -0.34
C 5.915 3.368 -0.989  -1.09
C 4.693 2.812 -0.700  -0.12
N 4.547 1.803 0.177  0.21
H 3.041 -2.226 2.390  0.68
H 6.744 -1.522 4.387  0.53
H 7.742 1.449 1.110  0.53
H 8.015 3.238 -0.558  0.44
H 5.992 4.169 -1.708  0.44
H 3.785 3.171 -1.172  0.51
C 2.396 -1.939 -3.392  -1.73
C 2.238 -0.776 -2.416  0.91
C 3.259 0.323 -2.737  -0.94
C 2.412 -1.232 -0.951  -0.71
H 2.202 -1.623 -4.418  0.44
H 1.707 -2.750 -3.151  0.39
H 3.411 -2.341 -3.345  0.38
H 1.235 -0.355 -2.541  0.03
H 4.237 0.088 -2.298  0.20
H 2.919 1.307 -2.392  0.12
H 3.422 0.434 -3.810  0.55
H 3.330 -1.833 -0.892  0.60
H 1.577 -1.881 -0.670  0.42
O 2.115 2.542 1.826  -0.17
C 1.669 3.396 1.227  0.08

Forces on the atoms, in the same order (eV/Å):
0.0 -0.9 -1.2
0.0 0.0 0.0
0.0 0.0 0.0
-0.1 0.0 0.0
0.1 0.0 0.0
-0.1 0.0 0.0
0.3 0.0 -0.1
-0.1 0.0 0.0
0.1 0.0 0.0
-0.3 0.0 0.1
0.5 0.0 -0.2
-0.5 0.0 0.2
0.1 0.0 0.0
0.0 -0.1 0.0
-0.1 0.0 0.1
0.2 -0.6 0.3
-0.1 0.0 -0.2
0.0 0.4 -0.1
0.0 0.0 0.0
0.1 0.0 0.0
0.0 0.1 0.0
0.0 -0.1 0.2
0.0 0.0 0.0
0.0 0.0 0.0
0.0 0.0 0.0
0.0 0.0 0.0
0.0 0.0 0.0
0.0 0.0 0.0
0.0 0.0 0.0
0.0 0.0 0.0
0.0 0.0 0.0
0.0 0.0 0.0
0.0 0.0 0.0
0.0 0.0 0.0
0.0 0.0 0.0
0.0 0.0 0.0
0.0 0.0 0.0
-0.2 0.3 0.2
0.1 0.1 0.0
0.0 -0.1 0.0
0.0 0.0 0.0
0.0 0.0 0.0
0.0 -0.1 0.0
-0.1 0.1 0.0
0.0 0.0 0.0
0.0 0.0 0.0
0.0 0.0 0.0
-0.1 -0.1 0.1
0.0 0.0 0.0
0.0 0.0 0.0
0.0 0.0 0.0
0.0 0.0 0.0
0.0 0.0 0.0
0.0 0.0 -0.1
0.0 -0.1 0.1
0.1 0.0 -0.1
0.0 0.0 0.0
0.0 0.3 -0.3
0.0 0.0 0.0
0.0 0.0 0.0
0.0 0.0 0.0
0.0 0.0 0.0
0.0 0.0 0.0
0.1 0.0 0.1
0.0 0.0 0.0
0.0 0.0 0.1
0.1 0.0 0.1
0.0 0.3 0.3
-0.1 0.4 0.4



Entry 2:
Entry from the Open Molecules 2025 dataset: a molecular structure, C32H27ILiN5O8S (ωB97M-V/def2-TZVPD).

Calculated values
**E**: -2814.9495 hartree
**Spin multiplicity**: 1
**Net charge**: -2
**HOMO-LUMO gap**: 5.667 eV
**LUMO**: 3.39 eV
**Highest occupied orbital energy**: -2.274 eV

Last column: Mulliken charge in e.
Geometry (Å):
Li -0.546 1.446 -1.265  1.09
C -4.143 3.316 -3.165  -0.79
C -4.398 4.416 -2.364  -0.29
C -3.631 4.622 -1.226  -0.90
C -2.617 3.715 -0.945  0.55
N -2.359 2.676 -1.734  0.07
C -3.104 2.462 -2.809  -0.13
C -1.751 3.781 0.271  0.42
C -2.022 4.561 1.384  -0.77
C -1.178 4.442 2.482  -0.84
C -0.104 3.575 2.439  -0.55
C 0.109 2.849 1.268  0.71
N -0.704 2.966 0.232  0.26
C 1.251 1.914 1.062  0.05
C 2.162 1.626 2.070  -0.58
C 3.213 0.774 1.785  -0.93
C 3.333 0.253 0.507  -0.44
C 2.368 0.591 -0.431  -0.87
N 1.344 1.389 -0.159  0.24
H -4.729 3.115 -4.052  0.38
H -5.192 5.109 -2.617  0.40
H -3.814 5.471 -0.582  0.30
H -2.857 1.565 -3.369  0.40
H -2.882 5.217 1.417  0.27
H -1.376 5.012 3.382  0.39
H 0.524 3.436 3.304  0.30
H 2.016 2.011 3.067  0.29
H 3.929 0.514 2.556  0.39
H 4.143 -0.406 0.230  0.41
H 2.422 0.216 -1.447  1.04
C 5.059 0.394 -3.981  -1.35
C 4.245 -0.726 -3.403  0.94
C 4.754 -1.561 -2.414  -0.60
C 3.976 -2.561 -1.846  -0.59
C 2.680 -2.752 -2.295  0.14
C 2.157 -1.946 -3.304  -0.51
C 2.932 -0.932 -3.838  -0.36
S 1.671 -3.988 -1.528  1.25
O 0.878 -4.576 -2.569  -0.70
O 2.521 -4.822 -0.717  -0.77
N 0.685 -3.214 -0.480  -0.24
C -0.070 -2.012 -0.908  1.20
C -1.241 -2.315 -1.824  -0.82
C -1.816 -1.048 -2.484  0.34
O -2.771 -1.190 -3.259  -0.80
O -1.260 0.045 -2.173  -0.64
H 6.026 0.478 -3.482  0.34
H 4.519 1.340 -3.884  0.13
H 5.233 0.228 -5.046  0.33
H 5.771 -1.414 -2.067  0.27
H 4.363 -3.200 -1.063  0.48
H 1.144 -2.100 -3.654  0.36
H 2.510 -0.257 -4.572  0.42
H 1.174 -3.083 0.396  0.39
H 0.597 -1.302 -1.398  -0.65
H -0.401 -1.520 0.008  -0.10
H -2.046 -2.814 -1.280  0.36
H -0.951 -3.001 -2.620  0.18
I 2.182 3.221 -3.867  -0.89
O -0.262 0.845 3.855  -0.71
C -0.779 0.039 3.050  0.04
O -0.815 0.077 1.805  -0.41
C -1.486 -1.173 3.691  -0.05
C -1.452 -1.355 5.070  -0.19
C -2.083 -2.437 5.659  -0.52
C -2.752 -3.334 4.840  0.21
C -2.804 -3.183 3.463  -0.58
C -2.163 -2.093 2.896  -0.32
N -3.431 -4.480 5.457  0.99
O -3.382 -4.594 6.672  -0.65
O -4.015 -5.266 4.732  -0.63
H -0.921 -0.620 5.659  0.45
H -2.069 -2.595 6.727  0.45
H -3.334 -3.907 2.862  0.46
H -2.176 -1.927 1.826  0.52

Forces on the atoms, in the same order (eV/Å):
0.0 0.2 -0.1
0.0 0.0 0.0
0.0 0.0 0.0
0.0 0.0 0.0
0.0 0.0 0.1
0.0 0.0 0.0
0.0 0.0 0.0
0.0 0.0 0.0
0.0 0.0 0.0
0.0 0.0 0.0
0.0 0.0 0.0
0.0 0.1 0.0
0.0 -0.1 0.0
0.0 0.0 0.0
0.0 0.0 0.0
0.0 0.0 0.0
0.0 0.0 0.0
0.0 0.0 0.0
0.0 -0.1 0.0
0.0 0.0 0.0
0.0 0.0 0.0
0.0 0.0 0.0
0.0 0.0 0.0
0.0 0.0 0.0
0.0 0.0 0.0
0.0 0.0 0.0
0.0 0.0 0.0
0.0 0.0 0.0
0.0 0.0 0.0
0.0 0.0 0.0
0.0 0.0 0.0
0.0 0.0 0.0
0.0 0.0 0.0
0.0 0.0 0.0
0.0 0.0 0.0
0.0 0.0 0.0
0.0 0.0 0.0
0.0 -0.1 0.0
0.0 0.0 0.0
0.0 0.0 0.0
-0.1 0.0 -0.1
0.0 0.0 0.0
0.0 0.0 0.0
-0.1 0.1 0.1
0.0 0.0 0.0
0.1 -0.1 -0.1
0.0 0.0 0.0
0.0 0.0 0.0
0.0 0.0 0.0
0.0 0.0 0.0
0.0 0.0 0.0
0.0 0.0 0.0
0.0 0.0 0.0
0.0 0.0 0.0
0.0 0.0 0.0
0.0 0.0 0.0
0.0 0.0 0.0
0.0 0.0 0.0
0.0 0.0 0.0
0.0 0.0 0.0
-0.1 0.0 0.1
0.0 0.0 0.0
0.0 0.0 0.0
0.0 0.0 0.0
0.0 0.0 0.0
0.0 -0.1 0.0
0.0 0.0 0.0
0.0 0.0 0.0
0.0 0.0 0.0
0.0 0.0 -0.1
0.0 0.0 0.0
0.0 0.0 0.0
0.0 0.0 0.0
0.0 0.0 0.0
0.0 0.0 0.0



Entry 3:
Entry from the Open Molecules 2025 dataset: a molecular structure, C32H27N2O3S4V (ωB97M-V/def2-TZVPD).

Calculated values
**E**: -4107.7229 hartree
**Spin multiplicity**: 4
**Net charge**: -1
**Expectation value of S²**: 3.8085
**HOMO-LUMO gap (spin up / spin down)**: 5.779 / 6.826 eV
**LUMO (spin up / spin down)**: 2.41 / 2.37 eV
**Highest occupied orbital energy (spin up / spin down)**: -3.365 / -4.458 eV

Last column: Mulliken charge in e.
Geometry (Å):
V 0.224 0.494 -1.869  0.22
C -0.066 1.670 -4.984  -1.19
O -0.288 0.635 -4.013  -0.01
C -0.510 -0.634 -4.533  1.66
C -0.693 -0.910 -5.871  -0.67
C -0.971 -2.220 -6.261  -0.69
C -1.076 -3.220 -5.308  -0.68
C -0.899 -2.928 -3.958  -0.79
C -0.592 -1.635 -3.566  -0.50
N -0.448 -1.201 -2.243  0.66
N -0.784 -2.104 -1.287  -0.97
C -1.276 -1.573 -0.140  -0.03
C -1.739 -0.217 -0.001  1.10
O -1.561 0.701 -0.919  -1.15
C -2.506 0.093 1.156  -0.85
C -2.777 -0.809 2.140  -1.08
C -2.294 -2.143 2.055  1.27
C -2.564 -3.100 3.059  -0.90
C -2.072 -4.375 2.975  -0.43
C -1.284 -4.743 1.865  -0.72
C -1.024 -3.837 0.867  -0.75
C -1.525 -2.516 0.930  0.68
H -0.972 1.812 -5.574  0.38
H 0.175 2.567 -4.435  0.36
H 0.771 1.398 -5.623  0.42
H -0.629 -0.128 -6.614  0.40
H -1.115 -2.444 -7.311  0.37
H -1.302 -4.235 -5.613  0.37
H -0.986 -3.685 -3.192  0.46
H -2.903 1.101 1.208  0.65
H -3.379 -0.520 2.996  0.34
H -3.163 -2.798 3.914  0.36
H -2.279 -5.096 3.757  0.38
H -0.885 -5.748 1.798  0.39
H -0.429 -4.115 0.008  0.43
S 3.995 2.445 -3.698  -0.34
C 2.708 1.767 -2.903  0.48
S 1.412 2.725 -2.212  -0.50
S 2.484 0.055 -2.676  -0.43
O 0.943 0.539 0.092  0.09
S 2.297 1.251 0.237  0.54
C 2.039 2.676 1.362  -0.78
C 0.724 3.372 1.206  0.20
C 0.592 4.506 0.411  -0.37
C -0.634 5.144 0.293  -0.63
C -1.742 4.655 0.976  -0.57
C -1.615 3.523 1.771  -0.52
C -0.391 2.879 1.877  -0.07
C 3.204 0.163 1.415  -1.65
C 2.539 -0.175 2.713  0.55
C 2.925 0.456 3.896  -0.22
C 2.307 0.155 5.102  -0.66
C 1.299 -0.798 5.142  -0.60
C 0.915 -1.442 3.973  -0.30
C 1.522 -1.126 2.764  -0.13
H 2.880 3.330 1.127  0.54
H 2.127 2.294 2.375  0.29
H 1.453 4.882 -0.130  0.39
H -0.724 6.018 -0.340  0.39
H -2.703 5.145 0.877  0.38
H -2.474 3.137 2.307  0.49
H -0.300 1.978 2.477  0.22
H 4.171 0.652 1.557  0.50
H 3.346 -0.719 0.785  0.44
H 3.734 1.180 3.873  0.39
H 2.619 0.659 6.009  0.38
H 0.822 -1.047 6.083  0.41
H 0.139 -2.195 3.993  0.35
H 1.205 -1.622 1.854  0.28

Forces on the atoms, in the same order (eV/Å):
0.0 1.3 0.0
-0.1 -0.2 0.1
-0.2 -0.3 -0.4
0.1 0.4 0.0
0.0 -0.1 -0.1
0.0 0.0 0.0
0.0 0.0 0.1
0.1 -0.2 -0.1
0.0 0.0 0.6
-0.3 -1.4 0.1
-0.1 0.2 -0.1
-0.1 0.1 -0.3
0.0 -0.2 -0.3
0.2 0.0 0.3
-0.1 0.2 -0.1
-0.1 0.0 0.0
0.1 0.0 0.1
0.1 0.1 0.0
0.1 0.0 -0.1
-0.1 0.1 0.1
0.0 0.0 0.0
0.0 0.0 0.0
0.0 0.0 0.0
0.0 0.1 0.1
0.1 0.0 0.0
0.0 0.0 0.0
0.0 0.0 0.0
0.0 0.0 0.0
0.0 0.0 0.0
0.1 0.0 0.0
0.0 0.0 0.0
0.0 0.0 0.0
0.0 0.0 0.0
0.0 0.0 0.0
0.0 0.0 0.0
0.0 -0.1 0.1
-0.1 0.1 -0.2
0.0 0.1 0.1
0.3 0.1 -0.2
0.6 0.2 0.3
-0.1 -0.4 0.3
-0.1 -0.1 0.0
-0.1 0.0 -0.1
0.0 0.1 0.0
-0.1 0.0 0.1
0.1 -0.1 0.0
0.0 0.1 0.0
0.0 0.0 0.0
-0.2 0.0 -0.3
0.0 0.1 0.0
0.0 0.0 0.0
0.0 0.0 -0.1
0.0 0.0 0.0
0.0 0.1 -0.1
0.0 0.0 0.0
0.0 0.0 0.0
0.1 0.1 0.1
-0.1 0.0 0.0
0.0 0.0 0.0
0.0 0.0 0.0
0.0 0.0 0.0
0.0 0.0 0.0
0.0 0.0 0.0
0.1 0.0 0.1
0.0 0.0 0.0
0.0 0.0 0.0
0.0 0.0 0.0
-0.1 0.0 0.0
0.0 0.0 0.0